An isolated molecule of C23H25N3O2S at a distorted geometry. Source: the Open Molecules 2025 dataset; level of theory: ωB97M-V/def2-TZVPD.

Each atom is followed by the atoms it is bonded to, with distances in Å.
CARTESIAN COORDINATES (ANGSTROEM)
1 S 0.929 -0.191 -1.365  C10 1.763, C29 1.843
2 O -3.330 -1.765 1.198  C7 1.402, C13 1.409
3 O 4.903 -2.935 2.934  C19 1.366, C25 1.411
4 N -0.053 2.213 -0.913  C8 1.346, C10 1.301
5 N -1.345 -1.653 -1.439  C12 1.446, C20 1.449, C29 1.347
6 N 0.286 -2.525 -0.100  C14 1.383, C29 1.257
7 C -3.503 -1.848 -0.191  O2 1.402, C12 1.545, H37 1.102, H51 1.093
8 C -1.006 3.163 -0.944  N4 1.346, C11 1.410, C23 1.423
9 C -2.564 1.632 -1.996  C15 1.366, C23 1.413, H48 1.083
10 C -0.333 1.040 -1.401  S1 1.763, N4 1.301, C15 1.416
11 C -0.712 4.441 -0.426  C8 1.410, C24 1.365, H36 1.078
12 C -2.362 -2.558 -0.952  N5 1.446, C7 1.545, H38 1.091, H39 1.095
13 C -2.282 -0.923 1.620  O2 1.409, H31 1.098, H41 1.088, H52 1.094
14 C 1.459 -2.541 0.632  N6 1.383, C16 1.395, C27 1.392
15 C -1.578 0.686 -1.976  C9 1.366, C10 1.416, C20 1.498
16 C 2.228 -3.706 0.630  C14 1.395, C26 1.376, H49 1.079
17 C -2.953 5.191 -0.958  C21 1.497, C22 1.371, C24 1.411
18 C 2.988 -1.572 2.229  C19 1.390, C27 1.383, H44 1.079
19 C 3.767 -2.723 2.204  O3 1.366, C18 1.390, C26 1.396
20 C -1.693 -0.717 -2.489  N5 1.449, C15 1.498, H43 1.090, H53 1.100
21 C -3.956 6.302 -0.944  C17 1.497, H35 1.087, H47 1.089, H50 1.089
22 C -3.256 3.954 -1.467  C17 1.371, C23 1.407, H54 1.082
23 C -2.303 2.919 -1.475  C8 1.423, C9 1.413, C22 1.407
24 C -1.663 5.420 -0.436  C11 1.365, C17 1.411, H42 1.081
25 C 5.469 -1.873 3.671  O3 1.411, C28 1.527, H34 1.098, H45 1.094
26 C 3.368 -3.790 1.396  C16 1.376, C19 1.396, H30 1.079
27 C 1.848 -1.485 1.451  C14 1.392, C18 1.383, H46 1.081
28 C 6.184 -0.856 2.786  C25 1.527, H32 1.087, H33 1.087, H40 1.087
29 C -0.118 -1.629 -0.883  S1 1.843, N5 1.347, N6 1.257
30 H 3.973 -4.682 1.393  C26 1.079
31 H -2.334 0.055 1.124  C13 1.098
32 H 6.643 -0.088 3.404  C28 1.087
33 H 6.958 -1.353 2.206  C28 1.087
34 H 4.709 -1.382 4.292  C25 1.098
35 H -4.900 5.984 -1.377  C21 1.087
36 H 0.275 4.610 -0.028  C11 1.078
37 H -3.655 -0.841 -0.611  C7 1.102
38 H -1.876 -3.275 -0.289  C12 1.091
39 H -2.785 -3.094 -1.807  C12 1.095
40 H 5.488 -0.386 2.095  C28 1.087
41 H -2.414 -0.787 2.692  C13 1.088
42 H -1.435 6.399 -0.038  C24 1.081
43 H -2.703 -0.934 -2.837  C20 1.090
44 H 3.248 -0.730 2.851  C18 1.079
45 H 6.190 -2.359 4.334  C25 1.094
46 H 1.250 -0.586 1.489  C27 1.081
47 H -3.581 7.155 -1.511  C21 1.089
48 H -3.535 1.413 -2.421  C9 1.083
49 H 1.924 -4.532 0.007  C16 1.079
50 H -4.134 6.636 0.077  C21 1.089
51 H -4.425 -2.422 -0.315  C7 1.093
52 H -1.303 -1.373 1.436  C13 1.094
53 H -0.995 -0.845 -3.329  C20 1.100
54 H -4.238 3.754 -1.874  C22 1.082

Computed properties:
HOMO-LUMO gap = 7.47 eV
Total energy = -43656.968 eV
Relative energy (zero: lowest compared OMol25 entry of this formula, charge and spin) = 63.31 kcal per mole
Highest occupied orbital energy = -7.39 eV